# C34H51N4OP2Tc

C34H51N4OP2Tc as an isolated structure (ωB97M-V with the def2-TZVPD basis set, the OMol25 dataset).

Geometry as XYZ:
```
93
C34H51N4OP2Tc | the OMol25 dataset | ωB97M-V with the def2-TZVPD basis set
C -1.4127 -1.4180 -1.6487
C 0.6691 -2.3274 -1.0657
C -1.5446 -2.3099 -2.7076
C 0.4818 -3.3807 -1.9972
C -0.6249 -3.3629 -2.8221
H -2.3749 -2.1671 -3.3945
H 1.2683 -4.1322 -2.0719
H -0.7912 -4.1382 -3.5638
N -0.4322 -1.5713 -0.7344
P -2.3756 0.1547 0.3464
P 2.3838 -0.4916 0.3605
C -2.3620 -0.2532 -1.4567
H -2.0399 0.6237 -2.0426
H -3.3601 -0.5110 -1.8255
C 0.4757 1.5076 1.8295
O 0.8264 2.4192 2.4844
C 1.9163 -1.9538 -0.5231
H 2.7027 -2.7106 -0.6347
C 3.6463 0.1784 -0.9678
C 3.4396 -0.9065 1.9108
C -3.1391 1.8748 0.4370
C -3.6290 -1.1785 0.8797
C 3.6360 1.7046 -0.8437
H 3.9114 2.0429 0.1635
H 4.3747 2.1119 -1.5520
H 2.6559 2.1200 -1.1025
C 5.0860 -0.3467 -0.8270
H 5.5756 -0.0879 0.1147
H 5.1454 -1.4312 -0.9820
H 5.6838 0.1186 -1.6273
C 3.2376 -0.2405 -2.3878
H 3.8592 0.3129 -3.1085
H 3.4015 -1.3091 -2.5671
H 2.1949 -0.0080 -2.6166
C 4.2472 0.3351 2.3375
H 3.5719 1.1730 2.5632
H 4.7934 0.0877 3.2602
H 4.9820 0.6822 1.6063
C 2.5526 -1.2535 3.1041
H 1.9228 -0.4106 3.4062
H 1.9072 -2.1155 2.9033
H 3.2006 -1.5094 3.9574
C 4.3003 -2.1462 1.6602
H 5.0647 -2.0203 0.8935
H 4.8218 -2.3956 2.5971
H 3.6722 -3.0016 1.3831
C -4.1059 -0.8341 2.2913
H -4.6359 -1.7075 2.6988
H -3.2606 -0.6210 2.9566
H -4.8051 0.0111 2.3132
C -2.9115 -2.5334 0.9209
H -2.6137 -2.8814 -0.0747
H -2.0266 -2.5052 1.5631
H -3.6052 -3.2784 1.3407
C -4.8385 -1.3695 -0.0580
H -5.5263 -2.0751 0.4340
H -5.4026 -0.4535 -0.2527
H -4.5615 -1.8249 -1.0171
C -2.3671 2.8319 -0.4851
H -2.4906 2.5841 -1.5473
H -2.7604 3.8493 -0.3347
H -1.2960 2.8526 -0.2480
C -2.9871 2.3658 1.8852
H -1.9295 2.4688 2.1651
H -3.4577 3.3569 1.9633
H -3.4763 1.7006 2.6059
C -4.6161 1.9016 0.0224
H -4.7686 1.5375 -1.0021
H -5.2672 1.3505 0.7102
H -4.9524 2.9501 0.0438
Tc -0.0087 0.0046 0.8046
N 0.2728 0.8609 -0.8157
C 0.5719 1.2125 -1.9026
C 0.6506 2.1028 -3.0049
C 0.4996 3.4930 -2.7746
C 0.8911 1.6470 -4.3230
C 0.5792 4.3960 -3.8315
H 0.3374 3.8421 -1.7487
C 0.9994 2.5705 -5.3648
H 1.0051 0.5745 -4.5074
C 0.8362 3.9419 -5.1279
H 0.4504 5.4629 -3.6323
H 1.2167 2.2178 -6.3729
H 0.9075 4.6615 -5.9486
N -0.5150 -2.1615 3.1377
C -0.9328 -2.3843 4.4064
C -1.2526 -1.1538 4.9395
C -1.0037 -0.1978 3.9445
N -0.5270 -0.8195 2.8380
H -0.1262 -2.8536 2.4968
H -0.9661 -3.3789 4.8284
H -1.6172 -0.9444 5.9284
H -1.1289 0.8710 4.0081
```

Summary:
2S+1 = 4
<S²> = 3.828
total charge = +3
largest force on an atom = 0.1060 hartree/bohr
gap between HOMO and LUMO (alpha / beta) = 6.422 / 2.884 eV